No. 1
55
Properties=species:S:1:pos:R:3 method="wB97M-V/def2-TZVPD" charge=-1 gap_ev=9.64 e_homo_ev=-7.23
Be -0.08658 1.04997 -1.20792
S -0.88912 0.58809 -3.75787
O -2.20405 0.12202 -4.04313
O -1.02472 2.13252 -3.67772
O -0.69833 0.21136 -2.34735
O 0.11497 0.26607 -4.65197
N 1.38815 -0.87930 2.04536
S 2.23387 -0.63276 0.76174
O 2.36246 -1.84787 0.06270
O 3.05404 0.42903 0.54040
F 0.66461 -0.13417 -0.36455
S 2.02884 -0.50873 3.44970
O 3.14816 0.42428 3.29272
O 1.77403 -1.55927 4.29080
F 0.56042 0.47563 3.88740
C -2.77285 -2.06061 0.27271
C -2.89061 -1.68635 -1.17081
O -3.81936 -0.66453 -1.45488
O -1.95312 -1.15834 1.00470
H -2.32121 -2.99428 0.13202
H -3.74456 -2.19588 0.75368
H -3.05903 -2.56239 -1.77335
H -1.88985 -1.32344 -1.38468
H -3.51431 -0.30691 -2.30764
H -1.69923 -1.58923 1.80961
C 2.81083 3.65288 -0.84938
C 1.35422 3.12178 -0.77989
O 0.85576 2.15081 -1.67054
O 3.19120 4.17250 0.44068
H 2.99279 4.50066 -1.55592
H 3.42317 2.79079 -1.13508
H 0.75795 4.01618 -0.90030
H 1.35195 2.86333 0.38406
H -0.20355 2.52100 -3.28940
H 3.30163 3.41086 1.04333
C 1.68087 -4.62513 1.32957
C 2.48923 -5.24785 2.44911
O 2.51491 -4.67952 3.76906
O 0.31666 -5.05986 1.58971
H 1.99049 -4.94073 0.34763
H 1.63449 -3.59396 1.25090
H 3.49731 -5.29327 2.16843
H 2.06806 -6.25181 2.58250
H 1.97561 -3.83808 3.75447
H -0.23738 -4.85866 0.82074
C -2.19910 3.76798 -1.11415
C -2.46519 2.38472 -0.61745
O -1.29228 1.80065 -0.10187
O -2.47764 4.67258 -0.05877
H -2.76473 3.97486 -2.01878
H -1.09358 3.90361 -1.27196
H -2.69533 1.69197 -1.41568
H -3.24254 2.24925 0.16148
H -0.87996 2.37092 0.55883
H -3.41848 4.77660 -0.03302

No. 2
39
Properties=species:S:1:pos:R:3 method="wB97M-V/def2-TZVPD" charge=+2 gap_ev="7.20 / 4.93" s2=0.756 de_lowest_ev=1.563 spin_multiplicity=2 e_homo_ev="-15.78 / -15.76"
I 1.41329 -2.14856 -1.17194
I -1.43332 1.96413 1.43556
Ce -0.00015 -0.03547 0.05846
P 2.18609 1.10773 0.63530
C 2.74849 0.49163 2.19258
C 3.41348 0.79730 -0.60262
H 4.23307 1.47213 -0.36988
H 2.99770 3.26315 0.78759
H 3.02226 1.00162 -1.61208
H 1.47659 3.25275 -0.16993
H 2.91667 -0.59721 2.15501
H 3.74972 -0.25139 -0.57461
C 1.98950 2.86370 0.72395
H 3.68894 1.00346 2.40903
H 1.39665 3.15241 1.60694
H 2.01663 0.70317 2.99208
P -2.14775 -0.85188 -1.03307
C -2.88680 -2.06253 0.02175
C -3.28055 0.47851 -1.30164
H -1.19222 -0.91030 -3.23416
H -2.79951 -1.69949 -3.08022
H -1.30760 -2.53776 -2.51764
C -1.82456 -1.56999 -2.61745
H -2.79040 1.32061 -1.81605
H -4.07124 0.06433 -1.92111
H -3.80344 -2.39128 -0.47675
H -3.13889 -1.63487 1.00898
H -3.68636 0.85533 -0.34850
H -2.21740 -2.92567 0.17184
Cl 0.15141 1.43364 -2.07321
C 0.36769 -2.98311 3.47220
C 0.41061 -2.45154 2.04979
O -0.28581 -1.11001 2.08479
H 0.90851 -2.31643 4.13125
H 0.86313 -3.94241 3.43608
H -0.65047 -3.10519 3.80302
H 1.41947 -2.27987 1.72614
H -0.14335 -3.06081 1.34721
H -1.18614 -1.24867 2.18904

No. 3
37
Properties=species:S:1:pos:R:3 method="wB97M-V/def2-TZVPD" charge=+1 gap_ev=4.60 de_lowest_ev=4.154 e_homo_ev=-7.92
Cl -5.93439 -1.88942 1.45257
C -2.24480 3.62333 0.12200
C -2.22002 3.62084 -1.39236
C -0.86087 3.63262 -2.08914
O -0.11228 2.40975 -1.77799
C 0.96240 2.24129 -2.68746
N -3.09067 2.37633 -1.86536
H -3.49558 2.48851 -2.78381
H -2.35644 1.69478 -1.99381
H -3.71897 1.87517 -1.25365
H -3.25905 3.55963 0.51614
H -2.00902 4.60083 0.54270
H -1.63670 2.87608 0.63183
H -2.82900 4.43843 -1.77810
H -0.20944 4.45849 -1.80335
H -0.96256 3.74497 -3.16855
H 0.65515 2.10705 -3.72461
H 1.48782 1.33521 -2.38569
H 1.67195 3.06635 -2.75013
C 0.70649 -1.69488 3.09811
C 0.89796 -2.15763 1.67439
C 2.35085 -2.75904 1.53572
O 2.50977 -3.68184 0.45059
C 3.84244 -4.12913 0.26570
N -0.14191 -3.27220 1.33765
H 0.18928 -3.64098 0.45764
H -0.20543 -3.92355 2.10694
H -1.08489 -2.91187 1.30528
H 1.28362 -0.77781 3.21645
H 1.04654 -2.39640 3.85990
H -0.34389 -1.60709 3.37576
H 0.73055 -1.34196 0.97100
H 2.69517 -3.19997 2.47120
H 3.05706 -1.95302 1.33647
H 3.89917 -4.95679 -0.44130
H 4.18048 -4.48535 1.23881
H 4.54911 -3.37077 -0.07136

No. 4
43
Properties=species:S:1:pos:R:3 method="wB97M-V/def2-TZVPD" charge=-1 gap_ev=7.42 de_lowest_ev=1.363 e_homo_ev=-5.23
Na -1.12834 0.71976 -0.60416
F -0.81000 2.03113 -2.64916
F -3.02699 -0.58603 0.26071
C 1.13911 0.89527 3.51703
S 1.71363 -0.83764 3.11906
O 1.78059 -1.68528 4.41704
C 0.15893 -1.33590 2.20054
H 0.22543 0.94302 4.10951
H 1.10706 1.30443 2.50725
H 1.86567 1.39870 4.15483
H -0.14143 -0.63829 1.41872
H -0.55532 -1.41083 3.02051
H 0.30834 -2.32905 1.77693
C -1.47264 -2.36584 -2.63237
S -0.22797 -3.71317 -3.08790
O 0.82602 -3.83882 -1.97426
C -1.43284 -5.16651 -2.88082
H -1.07789 -1.35464 -2.53357
H -2.10086 -2.50460 -1.75249
H -2.24673 -2.28305 -3.39528
H -2.20245 -5.03194 -3.64089
H -1.77251 -5.23792 -1.84757
H -1.06174 -6.15605 -3.14769
C 3.36057 1.18701 0.29371
S 2.77355 -0.15889 -0.87679
O 1.26260 -0.23585 -0.59788
C 3.05181 0.85066 -2.38780
H 3.31691 0.77549 1.30210
H 2.81037 2.12206 0.18863
H 4.41253 1.42149 0.13085
H 2.71615 0.21872 -3.21005
H 4.13964 0.91595 -2.40883
H 2.53360 1.80662 -2.31245
C -2.33747 2.31253 2.08882
S -1.12715 3.26434 1.18772
O -0.03817 2.39344 0.60444
C -2.16562 3.89626 -0.18308
H -3.04932 2.88990 2.67875
H -1.80372 1.85796 2.92344
H -2.76311 1.49857 1.50195
H -2.57906 4.86703 0.09036
H -2.92708 3.14759 -0.40169
H -1.45412 4.15233 -0.96813

No. 5
42
Properties=species:S:1:pos:R:3 method="wB97M-V/def2-TZVPD" charge=+2 gap_ev="3.40 / 3.93" s2=2.148 de_lowest_ev=0.526 spin_multiplicity=3 e_homo_ev="-14.00 / -14.00"
O 3.17320 -1.04356 -1.17006
V 2.39084 -0.46926 -2.44930
O 3.17864 3.82135 -1.01854
V 3.79241 2.57374 -1.79599
O 1.98530 1.44491 -1.49866
H 1.09728 1.75751 -1.23743
O 4.20582 0.71809 -2.73491
H 4.75593 0.60775 -3.53474
C -1.82671 -2.03429 -1.27659
C -0.78198 -1.29978 -2.06038
C -1.02192 0.22519 -2.15332
O -0.25556 0.78613 -3.12679
C -0.64606 2.15815 -3.32270
N 0.62324 -1.62389 -1.63811
H -2.77596 -2.13306 -1.80315
H -2.10740 -1.58027 -0.32623
H -1.44832 -3.03866 -1.08644
H -0.91666 -1.76253 -3.03804
H -0.84421 0.65982 -1.16965
H -2.08290 0.37479 -2.35345
H -1.68949 2.31101 -3.59836
H -0.01198 2.50582 -4.13827
H -0.39286 2.83975 -2.51067
H 0.75224 -2.62443 -1.68687
H 0.56799 -1.48224 -0.63961
C -0.55194 -1.97031 2.26608
C -0.53790 -0.46979 1.83858
C -0.43036 0.48835 3.06527
O -1.65922 0.36288 3.83235
C -1.57680 0.85219 5.18433
N 0.63753 -0.26388 1.00176
H -0.37890 -2.69316 1.46880
H -1.46919 -2.36098 2.70667
H 0.12973 -2.17240 3.09226
H -1.48381 -0.28816 1.32834
H -0.31483 1.52381 2.74497
H 0.40349 0.29696 3.74067
H -2.56731 0.97894 5.62130
H -1.09700 1.81713 5.34801
H -1.09279 0.08999 5.79498
H 0.82602 0.71153 0.81974
H 1.44240 -0.59515 1.51415

No. 6
56
Properties=species:S:1:pos:R:3 method="wB97M-V/def2-TZVPD" charge=0 gap_ev=10.65 de_lowest_ev=3.205 e_homo_ev=-10.95
C 19.11781 -0.88887 24.86003
N 18.73346 0.48645 24.58378
O 18.21307 0.74006 23.48921
O 18.98322 1.36888 25.38246
H 19.76134 -1.06793 25.72137
H 19.49517 -1.24027 23.89971
H 18.18341 -1.28823 25.25438
C 14.10059 6.72013 34.68522
N 15.03838 6.82550 35.87581
O 14.72386 7.56329 36.85509
O 15.95769 6.01654 35.91939
H 14.10662 7.67837 34.16574
H 13.07235 6.53601 34.99654
H 14.50347 5.98093 33.99286
C 11.45754 9.80902 18.21328
N 11.46586 9.17166 19.54401
O 10.42958 9.27392 20.20787
O 12.57788 8.63865 19.85550
H 11.76885 10.82710 18.44713
H 10.42757 9.86651 17.86120
H 12.04149 9.34748 17.41699
C 22.75152 8.91744 22.16653
N 21.68132 8.40261 23.08365
O 20.80736 9.22709 23.33200
O 21.86952 7.33188 23.64424
H 23.58571 9.49449 22.56559
H 22.19531 9.46427 21.40513
H 23.10176 8.13853 21.48923
C 15.21449 6.82766 25.88625
N 14.53773 7.72685 26.88336
O 14.53587 8.89854 26.65445
O 14.27118 7.28637 27.98030
H 15.08336 7.16569 24.85833
H 14.67866 5.89163 25.72868
H 16.29640 6.72873 25.97445
C 12.50817 14.72852 24.18353
N 11.08837 14.59369 24.59186
O 10.50800 15.66157 24.92970
O 10.59645 13.44194 24.54365
H 12.97493 13.77388 23.94087
H 13.19600 15.40508 24.69074
H 12.42264 15.13740 23.17676
C 8.92180 10.25243 30.98874
N 8.37090 10.50494 32.32476
O 7.39393 11.18352 32.38754
O 8.81537 9.90351 33.31002
H 8.56775 11.05958 30.34745
H 8.41921 9.36157 30.61206
H 10.00342 10.11755 30.98903
C 8.29568 5.84261 25.56866
N 8.50850 4.48388 24.99902
O 9.63517 4.01600 25.10164
O 7.57869 3.88252 24.51720
H 8.03372 6.61330 24.84373
H 9.19161 6.25668 26.03121
H 7.53346 5.64259 26.32174

No. 7
36
Properties=species:S:1:pos:R:3 method="wB97M-V/def2-TZVPD" charge=0 gap_ev=8.89 de_lowest_ev=8.045 e_homo_ev=-8.48
C -1.19884 3.11950 -0.69231
C 0.17161 2.95055 -0.19058
O 0.99201 2.34821 -1.19369
H -1.23305 3.91835 -1.43311
H -1.95740 3.50164 -0.00920
H -1.47118 2.12352 -1.04152
H 0.10058 2.35220 0.71773
H 0.65744 3.88962 0.07439
H 1.07075 3.06472 -1.82774
C 1.76580 -0.98676 1.12623
C 1.82135 0.48700 0.70049
O 0.82387 0.77138 -0.23239
H 2.56332 -1.18513 1.84227
H 1.91223 -1.80634 0.42272
H 0.82388 -1.21690 1.62416
H 2.80113 0.71560 0.28114
H 1.71818 1.12023 1.58168
H 0.91461 1.67103 -0.55489
C -2.60664 -1.13146 1.52568
C -1.12555 -1.45181 1.77395
O -1.02282 -2.64894 2.56545
H -3.09627 -0.90563 2.47298
H -3.17842 -1.91036 1.02124
H -2.59846 -0.20852 0.94584
H -0.52289 -0.67339 2.24192
H -0.64141 -1.50962 0.79910
H -1.41851 -2.43389 3.41327
C -0.33009 -2.06859 -1.99075
C 1.09657 -1.54830 -2.16136
O 1.12909 -0.17285 -2.08843
H -0.95206 -1.69826 -2.80568
H -0.67189 -1.69258 -1.02644
H -0.45680 -3.15081 -2.01974
H 1.35883 -1.68147 -3.21093
H 1.76165 -2.06584 -1.47004
H 0.99939 0.11390 -1.18148

No. 8
40
Properties=species:S:1:pos:R:3 method="wB97M-V/def2-TZVPD" charge=0 gap_ev=8.93 de_lowest_ev=0.191 e_homo_ev=-8.51
C -13.11578 21.90847 19.59678
S -11.37125 21.65796 19.92770
O -11.24069 20.32341 20.55817
C -10.85273 21.46017 18.22519
H -13.51830 22.49489 20.42420
H -13.63816 20.95214 19.57366
H -13.31737 22.49430 18.70143
H -11.35848 22.20079 17.60420
H -11.20431 20.47030 17.93039
H -9.77626 21.55528 18.12341
C -12.58875 17.53967 22.19332
S -11.97325 16.73884 23.66124
O -12.22902 17.67398 24.76265
C -13.22685 15.46049 23.77737
H -12.57670 16.88169 21.32206
H -11.96466 18.41581 22.02421
H -13.63791 17.83330 22.29036
H -12.93845 14.84628 24.62849
H -13.22928 14.86154 22.86698
H -14.20130 15.91234 23.95674
C -5.74351 21.86367 16.32260
S -7.15647 20.95785 15.68300
O -7.97392 20.56277 16.86278
C -8.02014 22.38248 14.96843
H -5.12103 22.17148 15.48454
H -5.23869 21.18444 17.00589
H -6.07356 22.73097 16.89622
H -7.46789 22.78037 14.11921
H -8.13957 23.09857 15.77847
H -8.97822 21.99062 14.63523
C -13.06087 20.69248 23.57847
S -14.80248 20.41637 23.30365
O -15.40027 20.05155 24.60551
C -15.24870 22.14961 23.10250
H -12.93615 21.39875 24.39682
H -12.56233 20.94553 22.64201
H -12.65808 19.72430 23.88633
H -15.01100 22.64190 24.04636
H -16.32139 22.20243 22.93271
H -14.68176 22.62906 22.30674

No. 9
44
Properties=species:S:1:pos:R:3 method="wB97M-V/def2-TZVPD" charge=-1 gap_ev=6.35 de_lowest_ev=0.053 e_homo_ev=-4.35
S 0.99171 4.62552 3.48815
P -0.94776 3.52767 2.80953
O -1.88567 4.72039 3.65459
C -3.10254 4.84373 2.97903
C -3.57775 3.41940 2.78730
O -2.44215 2.73417 2.31707
H 1.83853 3.81899 2.84765
H -0.87203 2.76067 4.01220
H -0.17235 2.53742 2.10853
H -0.94046 4.35273 1.64834
H -2.93707 5.27417 1.97645
H -3.78900 5.50344 3.51585
H -4.39246 3.35050 2.05701
H -3.90744 2.98313 3.74186
O 0.36379 -0.20477 0.31968
S 0.01174 -1.00278 1.45797
O 1.06373 -1.70208 2.13504
O -1.09216 -2.06361 0.97924
C -0.79622 -2.72923 -0.26602
C 0.27697 -3.78836 -0.16345
C -0.97954 -0.13894 2.60374
H -0.52021 -1.96200 -0.99140
H -1.74763 -3.15685 -0.57896
H 1.23633 -3.35386 0.11299
H 0.38512 -4.25911 -1.14130
H 0.02462 -4.54779 0.57710
H -1.78650 0.38101 2.09211
H -0.35101 0.59776 3.10027
H -1.34476 -0.87268 3.31863
O 1.80874 -3.64390 -3.21089
S 2.18169 -2.66760 -4.18895
O 3.56316 -2.52811 -4.52934
O 1.56572 -1.28295 -3.75986
C 1.73936 -0.86481 -2.36231
C 3.13950 -0.39449 -2.05874
C 1.24921 -2.88671 -5.66338
H 1.43637 -1.68906 -1.71848
H 1.01224 -0.06555 -2.24855
H 3.86196 -1.20630 -2.12974
H 3.15279 -0.00259 -1.04159
H 3.44023 0.39529 -2.74720
H 0.19941 -2.98267 -5.40235
H 1.61946 -3.79818 -6.12785
H 1.42233 -2.03106 -6.30996

No. 10
45
Properties=species:S:1:pos:R:3 method="wB97M-V/def2-TZVPD" charge=0 gap_ev=4.42 e_homo_ev=-6.65
C 0.77436 -0.24017 0.85961
C 0.10357 -1.52815 0.35731
C 1.15054 -2.54434 -0.15707
C -0.73127 -2.05107 1.53773
C -1.89992 -2.96884 1.18012
N -2.60623 -2.58692 -0.09964
S -4.09007 -3.58447 -0.27952
P -3.13707 -0.82378 -0.13955
N -4.49772 -0.64919 0.58557
H 1.78319 -0.10847 0.47645
H 0.08883 0.60190 0.64375
H 0.87998 -0.31674 1.94605
H -0.48509 -1.20986 -0.51232
H 1.26129 -3.32937 0.58389
H 2.10635 -2.08846 -0.38372
H 0.80114 -2.95944 -1.10749
H -0.01895 -2.63297 2.17704
H -1.05516 -1.22979 2.17242
H -2.63894 -2.90124 1.97424
H -1.63813 -4.02418 1.12465
H -2.05507 -2.86461 -0.91462
H -4.60469 -3.26424 0.91218
H -2.08782 -0.04963 0.36078
H -3.19895 -0.59396 -1.51824
H -4.37241 0.03012 1.32881
C 1.11342 4.25167 -1.08146
C 2.07578 3.20133 -1.64858
C 2.65293 3.68406 -2.97125
O 1.45663 1.95598 -1.78317
H 0.27041 4.40800 -1.74900
H 0.68694 3.91993 -0.12739
H 1.62633 5.21261 -0.93944
H 2.87526 3.02117 -0.91774
H 1.84873 3.81040 -3.69726
H 3.34769 2.94820 -3.37492
H 3.17730 4.63650 -2.86369
H 0.71460 2.02169 -2.39326
Cl -0.94711 1.95557 -0.51682
Li 2.81468 4.11776 0.70958
O 1.39882 -3.38393 3.12448
H 2.16662 -3.11784 2.59940
Li 0.37003 -4.94855 0.72727
Br 2.67322 6.63525 1.36058
Cl -1.38836 -6.38001 -0.60164
Na 1.23433 5.96807 3.03588

No. 11
39
Properties=species:S:1:pos:R:3 method="wB97M-V/def2-TZVPD" charge=+1 gap_ev="7.35 / 7.54" s2=6.014 de_lowest_ev=0.000 spin_multiplicity=5 e_homo_ev="-12.39 / -12.39"
Cr -1.19045 1.63114 0.66536
O -0.03861 0.38490 -0.34254
H -0.14109 -0.21521 -1.08665
C 0.44376 -3.44463 2.22661
C 0.45792 -1.94056 1.97842
O 1.35053 -1.54619 0.96601
H 1.38718 -3.77751 2.66319
H 0.41393 -4.00235 1.28613
H -0.41255 -3.81413 2.78792
H 0.65513 -1.42297 2.92519
H -0.57295 -1.69767 1.68022
H 0.91130 -0.80545 0.49871
C -3.48563 -0.13654 -1.63710
C -3.82062 1.21579 -1.02205
O -2.63629 2.02889 -0.84974
H -3.18343 0.01911 -2.67621
H -4.38604 -0.74538 -1.63656
H -2.58853 -0.52750 -1.15648
H -4.33779 1.05101 -0.07459
H -4.56907 1.72169 -1.63356
H -2.54171 2.51359 -1.67994
C 1.15901 -1.09413 -3.71340
C 2.20679 -0.17776 -3.06769
O 1.57094 0.94322 -2.47955
H 0.72138 -0.58558 -4.57493
H 0.32388 -1.39378 -3.07078
H 1.54417 -2.02567 -4.13394
H 2.81759 0.23447 -3.87343
H 2.89909 -0.70238 -2.40336
H 1.03382 0.58481 -1.74416
C 2.10809 2.64957 2.95284
C 1.49270 1.39745 2.39233
O 0.03269 1.49281 2.47865
H 1.89941 3.56951 2.40465
H 3.19445 2.58492 3.05070
H 1.84415 2.84619 3.99722
H 1.73617 0.58229 3.07448
H 1.89144 1.14865 1.41351
H -0.19076 1.45536 3.41453

no.,E (hartree),molecular weight (g/mol)
1,-2986.96498,533.48
2,-2607.29070,627.60
3,-1039.00645,215.75
4,-2574.89660,373.53
5,-2767.49001,346.18
6,-1960.22558,488.32
7,-619.83850,184.28
8,-2212.77522,312.54
9,-2457.05010,375.45
10,-4991.03239,432.02
11,-1740.17596,253.28